The following is a DFT calculation (wB97M-V/def2-TZVPD) of a molecular structure, C31H43FeN8 at a distorted geometry.

Structure (ORCA input):
```
! wB97M-V def2-TZVPD RIJCOSX def2/J DEFGRID3
* xyz 1 5
Fe 0.442 0.675 0.069
C 1.481 0.636 -3.586
C 2.450 0.840 -2.420
C 2.893 -0.464 -1.720
N 2.222 -0.681 -0.455
C 2.849 -1.130 0.612
C 4.260 -1.151 0.763
C 5.077 -1.845 1.621
C 4.743 -2.830 2.544
C 3.464 -3.157 2.952
C 2.275 -2.517 2.659
C 1.964 -1.480 1.755
N 0.846 -0.779 1.812
C -0.050 -0.913 2.935
C -1.393 -0.222 2.694
C -1.306 1.303 2.542
N -1.235 1.611 1.140
C -1.494 2.806 0.657
C -1.697 3.928 1.494
C -2.113 5.207 1.211
C -2.498 5.755 -0.008
C -2.460 5.141 -1.248
C -1.990 3.893 -1.604
C -1.465 2.841 -0.825
N -0.915 1.765 -1.363
C -0.759 1.641 -2.791
C 0.038 0.371 -3.149
H 1.833 -0.201 -4.195
H 1.500 1.517 -4.232
H 1.982 1.492 -1.676
H 3.338 1.350 -2.794
H 3.984 -0.462 -1.633
H 2.641 -1.321 -2.362
H 4.784 -0.487 0.085
H 6.136 -1.640 1.521
H 5.559 -3.365 3.010
H 3.394 -3.957 3.679
H 1.435 -2.865 3.246
H 0.418 -0.484 3.833
H -0.266 -1.970 3.158
H -2.052 -0.474 3.527
H -1.825 -0.613 1.770
H -0.420 1.684 3.071
H -2.194 1.755 3.002
H -1.474 3.740 2.537
H -2.178 5.878 2.061
H -2.859 6.774 0.007
H -2.821 5.742 -2.075
H -2.029 3.693 -2.667
H -0.243 2.520 -3.200
H -1.747 1.585 -3.272
H -0.478 -0.157 -3.954
H 0.054 -0.265 -2.255
N -1.977 -4.849 -0.759
C -0.492 -4.960 -0.831
C 0.105 -3.728 -0.121
N -0.378 -2.493 -0.666
C -1.808 -2.406 -0.709
C -2.449 -3.607 -1.434
H -2.243 -4.794 0.233
H -2.425 -5.678 -1.163
H -0.204 -4.982 -1.884
H -0.169 -5.884 -0.352
H 1.193 -3.751 -0.186
H -0.158 -3.767 0.941
H 0.071 -2.244 -1.535
H -2.094 -1.474 -1.196
H -2.183 -2.373 0.320
H -2.130 -3.646 -2.477
H -3.537 -3.558 -1.391
N 2.474 1.784 2.411
C 2.482 2.839 1.562
C 3.247 3.985 1.841
C 3.170 5.060 0.991
C 2.332 4.980 -0.119
C 1.623 3.818 -0.324
N 1.697 2.753 0.479
H 3.240 1.672 3.053
H 1.974 0.952 2.104
H 3.874 4.001 2.718
H 3.752 5.949 1.182
H 2.248 5.804 -0.809
H 0.960 3.718 -1.172
*
```

The calculation puts the HOMO energy (spin up / spin down) at -8.7 / -8.7 eV. Its orbital gap (spin up / spin down) is 5.660 / 5.717 eV. As for the expectation value of S²: 6.011. The LUMO energy (spin up / spin down) comes out at -3.003 / -3.005 eV.

Atom charges from the Löwdin analysis, given in e for atoms 1 to 5:
1 Fe 0.87
2 C -0.20
3 C -0.18
4 C -0.21
5 N -0.02

The following is a DFT calculation (wB97M-V/def2-TZVPD) of 2 unconnected molecules or ions with the total composition C9H6BrN2O at a distorted geometry.

Structure (ORCA input):
```
! wB97M-V def2-TZVPD RIJCOSX def2/J DEFGRID3
* xyz 1 1
C -2.134 0.312 1.273
C 0.106 -2.138 -1.085
C 0.602 -0.996 -0.521
C -1.336 -2.468 -0.955
C -1.643 -0.540 0.345
C -0.220 -0.194 0.279
C -2.206 -1.636 -0.280
C 1.888 2.482 -0.510
C 2.794 2.345 0.408
N -1.235 1.233 1.536
N -0.035 0.949 1.017
O 1.282 2.558 -1.447
Br -4.093 -1.810 -0.592
H 0.673 -2.743 -1.624
H 1.593 -0.672 -0.561
H -1.599 -3.508 -1.132
H -1.065 1.946 2.339
H 2.903 2.946 1.368
H 3.726 1.934 0.142
*
```

The calculation puts the HOMO energy (spin up / spin down) at -11.9 / -11.9 eV. Its orbital gap (spin up / spin down) is 5.193 / 3.926 eV. The LUMO energy (spin up / spin down) comes out at -6.681 / -7.953 eV.

Atom charges from the Löwdin analysis, given in e for atoms 1 to 5:
1 C 0.19
2 C 0.05
3 C 0.07
4 C -0.01
5 C -0.22

The following is a DFT calculation (wB97M-V/def2-TZVPD) of a molecular structure, C35H43ClMgN2Si2 at a distorted geometry.

Structure (ORCA input):
```
! wB97M-V def2-TZVPD RIJCOSX def2/J DEFGRID3
* xyz 0 1
C -2.284 -0.862 4.249
C -2.722 -0.235 3.048
C -2.371 -1.073 1.961
H -3.334 0.665 2.984
C -1.713 -2.224 2.482
C -1.674 -2.100 3.894
H -1.366 -2.882 4.590
H -2.512 -0.526 5.264
H -2.687 -0.923 0.925
H -1.394 -3.098 1.913
Mg -0.452 -0.415 2.969
Si 2.161 0.978 -1.065
C 0.789 2.290 -1.176
C 0.963 3.395 -2.006
H 1.860 3.476 -2.629
C 0.004 4.421 -2.062
H 0.149 5.275 -2.735
C -1.157 4.335 -1.291
H -1.929 5.106 -1.359
C -1.328 3.251 -0.415
H -2.242 3.151 0.179
C -0.322 2.292 -0.305
H -0.406 1.510 0.468
C 0.680 -0.594 -0.944
C -0.792 -0.531 -0.912
H -1.369 0.400 -0.914
C -1.520 -1.748 -1.234
H -2.585 -1.688 -1.506
C -0.956 -3.002 -0.834
H -1.573 -3.900 -0.854
C 0.384 -3.023 -0.501
H 0.808 -3.958 -0.115
C 1.198 -1.878 -0.605
H 2.255 -1.980 -0.365
H 2.337 0.397 0.336
Si -0.231 -1.209 -2.557
C 0.189 -2.522 -3.920
C -0.602 -2.562 -5.084
H -1.436 -1.864 -5.196
C -0.346 -3.478 -6.116
H -0.942 -3.449 -7.028
C 0.694 -4.406 -5.981
H 0.894 -5.119 -6.786
C 1.465 -4.409 -4.813
H 2.270 -5.133 -4.701
C 1.225 -3.467 -3.806
H 1.858 -3.474 -2.915
C -0.570 0.291 -3.729
C -1.813 0.924 -3.792
H -2.686 0.464 -3.325
C -1.945 2.145 -4.470
H -2.922 2.645 -4.505
C -0.828 2.726 -5.078
H -0.916 3.708 -5.542
C 0.394 2.044 -5.081
H 1.273 2.504 -5.542
C 0.495 0.785 -4.479
H 1.423 0.213 -4.592
H 3.167 1.979 -0.738
Cl 3.224 0.014 -2.559
C 2.198 -1.649 3.776
N 1.218 -0.782 4.454
C 0.784 -1.411 5.717
C 1.803 0.556 4.764
C 0.685 1.588 4.848
N 0.088 1.769 3.500
C -1.104 2.618 3.611
C 1.082 2.445 2.640
H 1.744 -2.634 3.584
H 3.097 -1.777 4.409
H 2.491 -1.195 2.816
H 1.621 -1.419 6.432
H -0.049 -0.846 6.156
H 0.458 -2.441 5.531
H 2.307 0.506 5.744
H 2.551 0.816 4.004
H -0.100 1.271 5.553
H 1.114 2.541 5.203
H -0.836 3.620 3.989
H -1.577 2.721 2.626
H -1.818 2.156 4.301
H 1.540 3.298 3.179
H 1.874 1.751 2.320
H 0.594 2.846 1.747
*
```

The calculation puts the HOMO energy (spin up / spin down) at -5.1 / -5.1 eV. Its relative energy (zero: lowest compared OMol25 entry of this formula, charge and spin) is 0.0 kJ/mol. Its orbital gap (spin up / spin down) is 4.951 / 5.018 eV. The LUMO energy (spin up / spin down) comes out at -0.109 / -0.109 eV.

Atom charges from the Löwdin analysis, given in e for atoms 1 to 5:
1 C -0.18
2 C -0.18
3 C -0.15
4 H 0.11
5 C -0.15

The following is a DFT calculation (wB97M-V/def2-TZVPD) of C4H8O in the gas phase.

Structure (ORCA input):
```
! wB97M-V def2-TZVPD RIJCOSX def2/J DEFGRID3
* xyz 0 1
C -1.760 -0.038 0.249
C -0.477 0.096 -0.566
C 0.755 0.214 0.329
C 2.039 -0.258 -0.307
O 2.121 -0.776 -1.394
H -1.883 0.797 0.949
H -1.740 -0.963 0.838
H -2.645 -0.071 -0.394
H -0.357 -0.769 -1.227
H -0.536 0.974 -1.221
H 0.909 1.243 0.686
H 0.636 -0.382 1.248
H 2.947 -0.118 0.320
*
```

The calculation puts the HOMO energy at -9.9 eV. Its relative energy (zero: lowest compared OMol25 entry of this formula, charge and spin) is 28.6 kJ/mol. Its orbital gap is 10.921 eV. As for the SMILES: CCCC=O. The LUMO energy comes out at 1.061 eV.

Atom charges from the Löwdin analysis, given in e for atoms 1 to 5:
1 C -0.12
2 C -0.27
3 C -0.19
4 C -0.27
5 O 0.05

The following is a DFT calculation (wB97M-V/def2-TZVPD) of C5H8O2 in the gas phase at a distorted geometry.

Structure (ORCA input):
```
! wB97M-V def2-TZVPD RIJCOSX def2/J DEFGRID3
* xyz 0 1
C -2.040 0.515 -0.623
C -0.813 0.216 -0.274
C -0.007 -0.986 -0.567
O 0.453 -1.173 -1.870
C 0.546 0.182 0.234
C 0.763 0.007 1.705
O 1.525 0.899 -0.477
H -2.307 -0.394 -1.142
H -2.623 1.424 -0.459
H -0.233 -1.927 -0.064
H 1.113 -0.472 -1.999
H 1.752 -0.424 1.860
H 0.004 -0.671 2.112
H 0.681 0.965 2.225
H 1.159 1.764 -0.695
*
```

The calculation puts the HOMO energy at -9.0 eV. Its relative energy (zero: lowest compared OMol25 entry of this formula, charge and spin) is 294.3 kJ/mol. Its orbital gap is 9.701 eV. As for the SMILES: C=C1[C@@H](O)[C@@]1(C)O. The LUMO energy comes out at 0.665 eV.

Atom charges from the Löwdin analysis, given in e for atoms 1 to 5:
1 C 0.09
2 C -0.19
3 C -0.26
4 O 0.01
5 C -0.47

The following is a DFT calculation (wB97M-V/def2-TZVPD) of C5H7FO in the gas phase at a distorted geometry.

Structure (ORCA input):
```
! wB97M-V def2-TZVPD RIJCOSX def2/J DEFGRID3
* xyz 0 1
C -1.959 0.009 1.685
C -1.018 -0.217 0.899
C -0.055 -0.251 -0.166
C -0.618 0.248 -1.456
F 0.323 -1.599 -0.401
C 1.289 0.405 0.167
O 1.871 -0.205 1.302
H -2.695 0.001 2.442
H -1.618 -0.186 -1.668
H 0.106 -0.100 -2.237
H -0.623 1.294 -1.332
H 1.967 0.283 -0.688
H 1.205 1.474 0.389
H 1.824 -1.155 1.064
*
```

The calculation puts the HOMO energy at -10.3 eV. Its relative energy (zero: lowest compared OMol25 entry of this formula, charge and spin) is 164.0 kJ/mol. Its orbital gap is 11.205 eV. As for the SMILES: C#C[C@](C)(F)CO. The LUMO energy comes out at 0.952 eV.

Atom charges from the Löwdin analysis, given in e for atoms 1 to 5:
1 C 0.17
2 C -0.03
3 C -0.56
4 C -0.01
5 F -0.02